# 1
Entry from the OMol25 dataset: 2 unconnected molecules or ions with the total composition C2H2IOS in a non-equilibrium geometry (ωB97M-V/def2-TZVPD).

Last column: natural (NBO) charge in e.
Positions of all 7 atoms, in Å:
C -1.3986 -0.0686 -0.6529  0.43
C 0.7651 -0.0552 0.6316  -0.88
O -1.6045 -1.2554 -0.7789  -0.57
S -1.7965 1.4428 -0.5554  -0.16
I 2.4014 -0.1993 -0.8424  -0.15
H 0.8815 1.0111 0.8584  0.17
H 0.7517 -0.8755 1.3396  0.17

Computed properties:
Relative energy (zero: lowest compared OMol25 entry of this formula, charge and spin) in kcal per mole: 46.2
Highest occupied orbital energy in eV: -2.51
Total charge: -1
E_LUMO in eV: 3.27
Total energy in a.u.: -848.514333

# 2
Entry from the OMol25 dataset: 2 unconnected molecules or ions with the total composition C2H2N2O in a non-equilibrium geometry (ωB97M-V/def2-TZVPD).

Last column: natural (NBO) charge in e.
Positions of all 7 atoms, in Å:
N 2.4549 0.7095 -0.5895  -0.12
N 2.1285 1.7170 -0.8975  0.46
O 1.8728 2.7979 -1.0826  -0.32
C 0.2693 -0.5146 0.0640  -0.22
C -0.6734 0.2428 0.0659  -0.25
H 1.0627 -1.1846 0.0724  0.23
H -1.4738 0.9037 0.0664  0.23

Computed properties:
Relative energy (zero: lowest compared OMol25 entry of this formula, charge and spin) in kcal per mole: 97.3
Highest occupied orbital energy in eV: -10.51
E_LUMO in eV: 1.13
Total energy in a.u.: -262.008800